A cluster of 9 separate species, C30H66N11O16 in total, computed with the ωB97M-V functional and the def2-TZVPD basis.

Structure (XYZ):
```
123
Properties=species:S:1:pos:R:3:forces:R:3:mulliken_charge:R:1
C 4.767555 -1.250288 5.035161 0.0 0.4 1.0 -0.82
C 4.220813 0.256322 4.666679 0.3 -0.9 -0.7 -0.45
C 3.791129 0.456662 3.093667 0.1 1.0 0.3 0.02
C 4.159622 2.032460 2.713633 -0.3 -0.9 -0.6 -0.94
C 3.478526 2.430911 1.269655 1.3 0.5 0.1 0.21
C 4.494482 1.838910 0.080212 -1.1 -0.4 0.6 -0.08
C 3.561046 1.180043 -1.102822 0.6 -0.1 0.4 -0.22
C 2.753638 -0.194103 -0.622354 0.5 0.1 -1.6 0.19
C 1.472163 -0.419511 -1.673333 0.6 -0.2 0.6 -0.52
C 0.058522 -0.414466 -0.843056 -0.4 -0.8 -0.3 -0.49
C -1.218120 0.229772 -1.644923 -0.3 -0.1 0.7 -0.35
C -0.920874 1.657202 -2.395126 0.7 -0.7 -0.6 -0.33
C -0.204659 2.796161 -1.428569 -0.9 1.0 -1.3 0.53
C -1.381713 3.829484 -0.847721 0.5 0.3 -0.1 0.24
C -1.136808 4.252986 0.728815 0.3 -0.8 0.1 -0.61
C -2.546313 4.706616 1.504904 0.6 -1.5 -0.3 -0.57
C -3.367675 3.269450 1.744263 -2.3 -2.4 0.2 0.33
C -4.537719 2.862254 0.688911 -0.1 -2.9 1.8 0.00
C -5.361985 1.451634 0.814705 4.3 2.0 3.4 -0.46
C -4.839371 0.559759 2.130288 0.2 3.3 -1.8 0.50
C -5.454353 -0.946683 2.498181 1.4 0.1 -1.0 -0.62
N -4.270362 -1.909977 2.269815 -1.6 1.1 0.9 -0.26
C -4.721627 -3.353012 2.300998 1.4 -1.2 -0.5 -0.44
N -3.762886 1.195959 2.959564 -2.8 -2.0 -1.8 0.28
N -3.072834 2.358370 2.873257 -1.8 2.1 -4.2 -0.81
H 5.820873 -1.482594 4.538240 -2.4 0.4 0.9 0.07
H 3.964052 -2.083613 4.812714 1.8 1.7 0.2 0.27
H 4.939784 -1.259398 6.214729 -0.3 -0.1 -2.5 0.32
H 3.272321 0.457743 5.330951 2.1 -0.1 -1.2 0.25
H 5.111408 1.010693 4.868347 -2.1 -1.5 -0.1 0.25
H 4.374278 -0.242320 2.349305 -1.1 1.2 1.6 0.16
H 2.629646 0.277740 2.940461 2.4 0.3 0.3 0.10
H 3.863945 2.760055 3.601981 0.6 -1.6 -1.9 0.34
H 5.331505 2.045268 2.545463 -2.4 0.3 0.6 0.27
H 3.481184 3.608346 1.212502 -0.3 -2.3 -0.1 0.33
H 2.375856 2.014124 1.132771 2.3 0.9 0.4 -0.33
H 5.189581 2.697801 -0.342783 -1.6 -2.0 1.0 -0.26
H 5.130307 0.994989 0.631675 -1.2 1.7 -1.5 0.18
H 2.787477 1.997533 -1.443324 1.5 -1.6 0.6 0.05
H 4.261367 0.901807 -2.026069 -1.6 0.6 1.8 0.10
H 2.406056 -0.152961 0.494597 0.7 -0.1 -2.2 -0.03
H 3.503348 -1.084886 -0.801620 -1.5 1.7 0.8 0.05
H 1.582214 0.423656 -2.477866 -0.6 -1.5 1.6 0.21
H 1.588550 -1.451036 -2.246915 -0.3 2.2 1.3 0.35
H 0.163685 0.074607 0.224540 0.0 -0.7 -2.2 0.14
H -0.210762 -1.558575 -0.638263 0.5 2.5 -0.3 0.42
H -1.643949 -0.601805 -2.372482 0.9 1.9 1.2 0.35
H -2.078499 0.402390 -0.835868 1.7 -0.3 -1.6 -0.09
H -1.922550 2.027008 -2.889561 2.2 -0.5 1.2 -0.20
H -0.167982 1.465824 -3.301495 -1.7 0.3 2.0 0.39
H 0.441208 3.471484 -2.171478 -1.1 -1.6 1.9 0.26
H 0.459933 2.337543 -0.579430 -1.3 0.9 -1.7 -0.66
H -1.391410 4.825104 -1.506345 0.0 -2.2 1.4 0.25
H -2.401451 3.292605 -1.052841 1.7 1.0 0.8 -0.37
H -0.666366 3.304179 1.279224 -1.1 2.1 -1.0 0.26
H -0.327035 5.103257 0.825000 -1.8 -1.6 -0.3 0.36
H -2.319946 5.256590 2.527377 -0.7 -1.3 -2.2 0.36
H -3.148572 5.381736 0.749389 1.0 -1.4 1.8 0.30
H -4.757327 3.613923 -0.200408 0.4 -1.8 2.1 0.20
H -6.207779 1.067953 0.091860 2.0 0.9 1.7 0.31
H -6.248107 -1.234062 1.654878 1.6 1.0 2.1 0.39
H -5.894365 -1.015358 3.580454 0.6 0.5 -2.0 0.31
H -3.513172 -1.700600 2.956469 -1.1 -0.6 -0.6 0.22
H -4.469079 -3.804186 1.227902 -0.8 0.8 2.3 0.23
H -4.006264 -3.931882 3.053184 -2.1 1.1 -1.5 -0.01
H -5.859788 -3.490096 2.535157 2.2 0.3 -0.2 0.28
H -3.485142 0.594264 3.797347 -0.3 1.4 -1.5 0.31
C -1.818306 -7.066859 4.736884 0.2 0.1 -0.3 -0.84
N -2.795699 -6.105351 4.159002 -0.3 0.4 -0.4 0.84
O -2.864795 -6.040595 2.926090 -0.2 0.2 1.7 -0.51
O -3.465986 -5.442754 4.959372 0.7 -0.7 -1.3 -0.52
H -1.301695 -7.578147 3.921853 -0.3 0.3 0.1 0.35
H -1.112263 -6.494979 5.342414 -0.2 0.0 0.0 0.29
H -2.378008 -7.779592 5.345953 0.1 0.6 -0.2 0.40
C -5.522793 3.940978 -3.773357 -0.4 -0.1 0.0 -0.90
N -4.216298 3.264342 -3.552051 0.7 -0.1 0.0 0.84
O -4.236854 2.043267 -3.358163 0.3 1.4 -0.1 -0.43
O -3.206977 3.978096 -3.579235 -1.4 -1.3 0.1 -0.48
H -6.319523 3.195829 -3.722828 0.3 0.1 -0.1 0.31
H -5.643791 4.688885 -2.987097 0.1 0.0 -0.2 0.30
H -5.490514 4.404650 -4.761377 0.0 0.0 0.2 0.35
C -5.489722 -0.949085 -5.021268 0.3 -0.2 -0.1 -0.63
N -6.467115 0.012422 -5.599151 -0.6 0.7 -0.5 0.90
O -6.536211 0.077178 -6.832063 -0.1 0.1 1.8 -0.51
O -7.137402 0.675019 -4.798781 0.8 -0.8 -1.3 -0.51
H -4.973111 -1.460374 -5.836299 -0.2 0.2 0.1 0.31
H -4.783679 -0.377205 -4.415739 -0.2 0.0 0.0 0.17
H -6.049424 -1.661819 -4.412200 0.1 0.2 0.0 0.29
C 7.021913 5.007805 -3.371954 0.3 0.2 -0.1 -0.73
N 6.433931 4.285947 -2.211376 -0.2 -0.4 0.9 0.77
O 6.907728 4.527880 -1.095121 -0.9 -0.5 -1.5 -0.50
O 5.513337 3.496830 -2.453684 1.3 1.1 0.3 -0.48
H 7.817112 5.664769 -3.013296 -0.2 -0.2 0.0 0.31
H 7.421082 4.258237 -4.058264 -0.2 0.1 0.1 0.29
H 6.223083 5.588152 -3.838092 0.1 -0.2 0.0 0.29
C 8.671623 -1.148762 3.283743 -0.3 0.1 -0.1 -0.67
N 9.787291 -2.121689 3.133939 0.9 -0.8 -0.2 0.84
O 9.614219 -3.065840 2.354411 0.4 1.3 1.2 -0.50
O 10.805315 -1.910134 3.803106 -1.5 -0.4 -1.0 -0.51
H 7.845093 -1.457284 2.640128 0.3 0.0 0.1 0.29
H 8.367198 -1.155522 4.332309 0.2 0.1 -0.2 0.26
H 9.047446 -0.167989 2.985314 0.0 -0.2 0.2 0.30
C -0.607600 -10.921666 6.318426 0.3 -0.2 -0.1 -0.73
N -1.584994 -9.960158 5.740544 -0.4 0.2 -0.5 0.84
O -1.654090 -9.895403 4.507631 -0.2 -0.1 1.8 -0.49
O -2.255281 -9.297561 6.540914 0.7 -1.1 -1.0 -0.53
H -0.090990 -11.432954 5.503395 -0.2 0.2 0.1 0.31
H 0.098443 -10.349786 6.923956 -0.2 -0.1 0.0 0.30
H -1.167302 -11.634399 6.927494 0.1 0.2 0.0 0.28
C 5.821913 -1.516767 -3.599670 0.2 0.2 -0.1 -0.76
N 5.233931 -2.238625 -2.439093 -0.3 -0.5 0.9 0.86
O 5.707728 -1.996693 -1.322838 -0.8 -0.5 -1.5 -0.46
O 4.313337 -3.027742 -2.681400 1.3 1.1 0.5 -0.51
H 6.617112 -0.859803 -3.241013 -0.2 -0.2 0.0 0.31
H 6.221082 -2.266335 -4.285981 -0.2 0.1 0.1 0.29
H 5.023083 -0.936420 -4.065809 0.1 -0.2 0.0 0.29
C -6.998153 2.922629 -8.861093 -0.1 -0.1 -0.3 -0.67
N -7.089131 4.081611 -7.932532 -0.3 1.1 0.2 0.83
O -7.614116 5.114055 -8.365536 0.9 -1.5 1.0 -0.50
O -6.630979 3.922224 -6.795165 -0.6 0.4 -1.3 -0.52
H -7.437516 3.203440 -9.820616 0.1 0.1 0.3 0.30
H -5.940819 2.676626 -8.978300 -0.2 0.0 0.2 0.27
H -7.551100 2.095650 -8.411011 0.3 0.1 0.0 0.26
```
Forces are in eV/Å.

Net charge: +1
HOMO, Ha: -0.4246
Kohn-Sham gap, eV: 7.050
Energy above the lowest of the compared OMol25 structures with the same formula, charge and spin, kJ/mol: 1259.2
Max |F|, eV Å⁻¹: 5.9
LUMO energy, eV: -4.50
Electronic energy, hartree: -2987.29194